C22H27N3O4S | ωB97M-V with the def2-TZVPD basis set

Cartesian coordinates (Å):
H1 2.98149 1.67863 -3.08593
H2 -2.34604 2.85120 -1.34612
C1 -2.15564 -3.21800 1.73695
H3 1.21345 -2.81539 -1.13725
C2 -1.46853 2.39160 -0.88738
O1 3.29892 -2.42273 -1.33370
H4 -1.74399 0.38577 -1.61195
H5 3.02529 -1.04053 1.00885
H6 -3.11684 3.64641 0.96216
H7 -1.91224 3.86258 2.23573
H8 3.23671 -0.76887 -3.24775
N1 -3.45029 1.05707 1.15730
H9 2.75604 0.79878 2.33785
H10 -0.95475 0.48431 -0.02092
H11 -0.63880 2.47548 -1.59309
H12 1.87410 2.15778 1.63144
O2 -4.86011 -2.13870 -1.70304
C3 -2.22473 3.21110 1.41628
C4 -2.59168 1.84446 2.00240
H13 -4.08062 -2.53778 1.03761
C5 2.89199 0.92421 0.20348
S1 -3.62027 -1.44033 -1.57075
H14 3.62572 2.21559 1.73959
C6 3.15999 -1.06456 -1.13698
C7 -1.09895 3.14541 0.38762
C8 2.77841 1.55500 1.55740
C9 2.08834 -3.36951 0.59052
H15 3.64634 -4.24623 -0.59186
H16 2.76177 3.64009 -1.86093
H17 -2.51809 -3.53469 2.70244
N2 -4.00874 -0.01802 -0.74942
C10 -3.03286 -2.66182 0.81899
C11 -3.07762 0.67407 0.01089
H18 3.57632 3.62074 -0.29388
H19 -0.81028 4.16550 0.11962
H20 4.19747 -2.93869 0.47413
H21 -4.90413 -0.09841 -0.28644
N3 1.00670 -3.08030 -0.17984
C12 3.02552 -0.45530 0.10142
O3 -2.87850 -1.12648 -2.75438
C13 -1.21151 -2.41377 -0.73978
C14 3.39564 -3.25323 -0.20421
H22 -1.67206 1.29076 2.23756
C15 -2.53884 -2.26568 -0.40834
H23 -0.23108 2.66230 0.84552
C16 -1.74526 0.90152 -0.65408
H24 -0.87805 -2.09119 -1.71425
H25 -3.14883 1.98869 2.93278
C17 2.75168 3.19898 -0.86778
C18 2.99493 1.08226 -2.18551
C19 -0.33004 -2.96852 0.18793
C20 -0.81308 -3.36729 1.43331
O4 2.06670 -3.69402 1.75479
C21 2.87790 1.70857 -0.95134
C22 3.13656 -0.28598 -2.28897
H26 -0.13029 -3.78716 2.15381
H27 1.82471 3.48437 -0.37254

Orbital gap (hartree): 0.34063
LUMO (eV): 0.513
SMILES: Cc1ccc(OCC(=O)Nc2cccc(S(=O)(=O)NC3=NCCCCC3)c2)cc1C

C4H7N2O3P | ωB97M-V with the def2-TZVPD basis set

Cartesian coordinates (Å):
O1 0.25172 2.30250 -0.74767
H1 0.83655 -1.71841 2.89909
O2 1.91214 0.45056 -0.12906
H2 0.73024 -1.05196 -2.15334
H3 0.82878 0.57031 -2.97699
C1 -0.54644 -0.57734 1.78493
H4 -0.05266 2.49255 -1.63188
O3 -1.40353 -0.48874 2.66311
H5 1.56708 -0.63222 1.73345
H6 0.55153 -2.08647 1.07200
C2 -0.71481 -0.02375 0.41422
P1 0.57833 0.70268 -0.60680
C3 0.32534 -0.12482 -2.19274
N1 -1.86144 0.62847 0.26580
H7 -0.79322 -0.04121 -2.42993
C4 0.72858 -1.35086 1.82686
N2 -2.93821 0.94872 0.20895

Orbital gap (hartree): 0.35681
LUMO (eV): 0.038

C7H12O4Se | ωB97M-V with the def2-TZVPD basis set

Cartesian coordinates (Å):
O1 0.25494 -0.45885 0.24066
C1 -3.18788 0.80804 -3.46322
H1 -2.84162 2.68615 -2.77339
H2 -0.89660 -2.33873 2.07533
H3 1.22349 -2.38568 0.89931
O2 1.16427 -0.94597 2.33689
C2 0.89967 -0.02407 1.38313
H4 0.39653 0.12530 -0.50036
H5 -0.53470 2.96201 0.63851
C3 3.25031 1.65516 -2.12924
C4 -3.09701 1.64090 -2.42200
O3 2.77321 1.11459 -1.21205
C5 -0.07155 -3.03971 2.46240
H6 -0.18976 -4.01131 2.12263
H7 2.12400 -2.67707 2.47350
H8 -0.11907 -2.97805 3.57232
H9 -3.51086 -0.16714 -3.34078
C6 1.23069 -2.33946 2.01892
H10 1.75184 1.64352 2.56600
H11 -2.82662 1.10463 -4.41770
C7 1.32409 1.25179 1.60635
O4 3.49982 2.33941 -3.02465
H12 -3.43873 1.40856 -1.44093
Se1 0.82153 2.62598 0.32837

Orbital gap (hartree): 0.32790
LUMO (eV): 0.388
SMILES: CCO/C(O)=C/[SeH].O=C=O.C=C

C29H62NO25S4 | ωB97M-V with the def2-TZVPD basis set

Cartesian coordinates (Å):
O1 -2.59570 -2.15069 0.47210
S1 3.06764 2.06993 4.44748
O2 5.25795 0.30723 2.33472
H1 6.27449 1.05401 7.31064
O3 4.37984 1.51667 5.24153
H2 1.12622 0.48404 1.64460
H3 5.62458 -0.68261 4.07278
O4 3.00571 0.32469 -3.63081
C1 0.50843 0.03468 0.90849
H4 6.00004 -0.19852 6.20014
S2 -3.20647 0.40969 3.59830
H5 3.99581 2.87641 -5.71193
H6 5.54117 -0.38080 7.67930
H7 0.88686 2.48455 -1.24375
O5 2.42990 0.92940 3.93232
O6 3.46750 0.65648 1.08352
H8 2.30672 8.19484 -0.55539
C2 5.51206 0.22349 6.87957
O7 -6.78612 -2.23025 -4.85402
H9 2.54393 1.85077 -6.02912
O8 2.26210 2.96461 5.33880
O9 -5.18685 -3.58390 -3.41690
H10 -5.16705 -3.63713 0.92211
O10 -2.65790 -4.48530 -5.23817
C3 5.21410 -1.97243 2.30508
H11 3.06763 3.29268 2.59385
H12 -1.30241 -2.00744 -3.03782
H13 7.02430 -0.71744 2.82284
C4 -3.26576 -6.50997 -4.08975
C5 2.84862 7.24708 -0.63742
H14 -4.28886 -2.08785 4.66250
H15 2.26484 6.88265 1.15814
H16 -3.47362 -3.45798 6.56490
C6 2.70388 6.20919 0.36960
H17 1.36402 -0.64778 0.42497
O11 -1.36330 -3.62130 -3.71221
H18 0.20024 2.54923 1.62692
S3 4.00125 1.10962 -4.33366
H19 -3.96218 -1.98666 -0.74581
C7 -4.63064 -2.81356 1.21363
H20 3.55872 5.84108 0.82754
H21 -4.10013 -6.90635 -3.77320
C8 -0.42082 -0.51834 -2.00247
H22 -1.92290 0.46294 -0.65490
C9 1.13397 1.65136 -0.71309
O12 -1.37476 -3.12914 2.02493
H23 -5.32922 -2.25606 1.74054
C10 5.17318 1.23587 -1.99537
O13 4.13043 -1.46827 1.76497
C11 -4.49973 -1.07039 -3.62174
O14 -3.63773 -3.13935 2.13225
H24 3.56265 0.10564 6.24097
H25 6.41089 2.98984 -1.36499
C12 3.26998 2.20787 -5.30408
H26 6.29227 1.69447 -0.15387
H27 -3.55512 2.79897 3.07785
H28 2.67906 2.83405 -4.71305
C13 1.53632 5.44976 -1.22900
O15 -3.22355 -0.50060 4.99288
H29 1.51454 0.92722 -1.26019
H30 0.17451 0.04201 -2.64117
H31 4.02104 7.50988 -0.69639
H32 -3.43577 -6.21197 -6.32602
C14 -3.52955 2.06940 3.94143
H33 -4.95868 -0.15563 -3.92306
O16 -6.65312 -1.86201 -2.47836
H34 5.01615 2.84839 -0.50930
H35 0.33920 -1.12327 -1.51162
O17 -1.75303 0.48141 3.19420
O18 4.62357 1.98551 -3.02396
H36 -4.49833 2.03564 4.45591
H37 -2.63286 -7.29910 -4.46588
H38 -3.87300 -1.66027 7.08324
N1 -0.00582 1.11670 0.03786
C15 -2.25433 -4.45511 -4.02001
O19 -1.52954 -1.13497 -2.60008
C16 -2.50308 -2.76884 1.58686
H39 -4.65129 -5.23638 -5.26752
C17 4.26282 0.83344 6.38835
H40 -2.04214 -2.22715 7.04274
H41 -6.05462 -1.12877 -6.40833
O20 1.59487 5.35203 0.01136
H42 -2.66418 -2.17277 4.36858
H43 4.61720 2.46588 2.64120
O21 5.16664 0.46930 -4.94627
H44 -5.02038 -2.43892 -6.33646
H45 4.95191 -2.74379 3.19466
H46 -4.04255 -0.89143 -2.64278
S4 -5.76659 -2.28957 -3.54702
H47 5.72948 0.39682 -2.42413
O22 -2.61361 -5.46822 -3.40580
C18 -3.94258 -1.90938 0.12321
H48 -0.73588 3.19718 0.26223
H49 5.80685 -2.35961 1.54958
H50 3.83264 1.78232 7.01597
H51 4.04158 3.90047 3.46759
O23 0.95006 4.70296 -2.02907
C19 -0.92081 0.52552 -0.98631
C20 -3.54981 -5.63123 -5.29252
C21 4.20975 -0.13095 1.60744
C22 5.83947 2.22199 -0.98108
H52 4.26869 0.72278 -1.37385
C23 -3.40200 -1.78691 5.07969
C24 -6.10677 -2.30441 -6.17464
C25 3.80039 3.01225 3.14153
H53 -4.11400 -0.76992 0.17344
H54 -2.79067 2.43291 4.64449
H55 -3.79165 -1.43367 -4.41372
H56 2.07364 1.95536 -0.10107
H57 -1.50204 1.80539 1.39445
H58 -1.20128 1.42073 -1.59064
O24 -4.12920 -0.08503 2.69577
H59 -6.65995 -2.84340 -8.20913
H60 -6.95501 -4.12467 -6.82792
C26 -3.11368 -2.33762 6.53359
O25 2.10974 6.60433 -1.68524
C27 5.96233 -0.82125 2.86781
C28 -7.03350 -3.05801 -7.19853
H61 -0.42400 -0.38226 1.35464
C29 -0.55254 2.25210 0.85023
H62 -8.17570 -2.60709 -7.25824

Orbital gap (hartree): 0.37022
LUMO (eV): -1.699
Charge: +1